No. 1
A cluster of 11 separate species, C21H50N10O13 in total. Source: the OMol25 dataset; level of theory: the ωB97M-V functional and the def2-TZVPD basis.

Summary:
Multiplicity: 1
E_tot in Ha: -2355.982966
HOMO in eV: 0.87
Charge: -2

Last column: Löwdin charge in e.
Atoms and positions in Å:
C: 3.529 -31.623 0.340  -1.2081
O: 2.424 -31.177 0.644  -0.2232
O: 4.234 -30.822 -0.349  -0.2724
O: 3.896 -32.780 0.672  -0.2473
O: 0.561 -28.231 7.467  0.0171
C: 1.012 -28.641 6.426  -0.6822
N: 0.249 -29.174 5.531  0.1724
C: 2.459 -28.473 6.105  -0.0043
H: 0.671 -29.505 4.675  0.1170
H: -0.707 -29.454 5.694  0.1221
H: 2.803 -27.483 6.404  0.0837
H: 2.558 -28.525 5.021  0.0798
H: 3.090 -29.238 6.558  0.0881
O: 9.508 -35.368 -3.537  0.0288
C: 8.825 -35.535 -2.562  -0.6877
N: 8.686 -34.632 -1.665  0.1744
C: 8.164 -36.872 -2.339  -0.0089
H: 9.170 -33.750 -1.755  0.1232
H: 7.787 -34.545 -1.214  0.1277
H: 7.338 -37.021 -3.034  0.0821
H: 7.658 -36.858 -1.374  0.0709
H: 8.927 -37.648 -2.409  0.0829
O: -4.805 -33.991 2.595  -0.0164
C: -3.981 -33.279 1.996  -0.6218
N: -2.701 -33.438 2.134  0.1743
C: -4.460 -32.078 1.189  -0.0137
H: -2.369 -34.233 2.661  0.1246
H: -2.025 -32.942 1.570  0.1180
H: -3.606 -31.611 0.698  0.0645
H: -4.838 -31.252 1.792  0.0794
H: -5.181 -32.337 0.414  0.0787
O: 4.343 -22.744 2.290  -0.0061
C: 5.046 -23.647 1.804  -0.6101
N: 4.548 -24.535 0.982  0.1648
C: 6.537 -23.799 2.077  -0.0176
H: 3.564 -24.469 0.764  0.1213
H: 5.024 -25.381 0.704  0.1175
H: 7.122 -23.067 1.519  0.0801
H: 6.981 -24.794 2.110  0.0764
H: 6.743 -23.434 3.083  0.0724
O: 8.873 -32.953 6.563  0.0276
C: 8.264 -32.750 5.549  -0.6819
N: 7.136 -33.285 5.253  0.1760
C: 8.909 -31.934 4.440  -0.0075
H: 6.831 -34.123 5.728  0.1246
H: 6.673 -33.063 4.383  0.1229
H: 8.781 -30.903 4.769  0.0797
H: 8.371 -32.051 3.499  0.0750
H: 9.977 -32.076 4.272  0.0793
O: 9.988 -25.673 -2.049  0.0207
C: 8.985 -26.311 -2.233  -0.6424
N: 8.822 -27.425 -1.519  0.1600
C: 7.835 -25.849 -3.087  -0.0086
H: 7.903 -27.844 -1.521  0.1086
H: 9.603 -27.678 -0.929  0.1168
H: 7.657 -24.774 -3.110  0.0812
H: 6.927 -26.396 -2.833  0.0768
H: 8.099 -25.959 -4.139  0.0812
O: -1.156 -35.112 -5.427  0.0210
C: -0.250 -34.766 -4.717  -0.6462
N: -0.549 -33.854 -3.827  0.1572
C: 1.203 -35.204 -4.825  -0.0021
H: 0.160 -33.532 -3.183  0.1156
H: -1.529 -33.791 -3.589  0.1178
H: 1.679 -34.792 -5.714  0.0803
H: 1.395 -36.275 -4.889  0.0769
H: 1.813 -34.897 -3.975  0.0764
O: -2.327 -25.622 -2.627  0.0109
C: -1.448 -26.419 -2.353  -0.6586
N: -1.229 -26.903 -1.136  0.1701
C: -0.599 -26.950 -3.441  -0.0180
H: -0.520 -27.608 -0.989  0.1176
H: -1.756 -26.535 -0.357  0.1151
H: -0.566 -26.185 -4.217  0.0840
H: -1.238 -27.708 -3.895  0.0897
H: 0.364 -27.379 -3.164  0.0868
O: 0.584 -39.785 2.661  -0.0124
C: 1.077 -38.826 2.069  -0.5838
N: 1.965 -37.986 2.605  0.1605
C: 0.764 -38.706 0.525  -0.0008
H: 2.288 -38.164 3.546  0.1127
H: 2.329 -37.188 2.106  0.1132
H: 1.123 -39.611 0.035  0.0744
H: 1.271 -37.781 0.249  0.0618
H: -0.301 -38.591 0.327  0.0717
O: 5.598 -31.563 -8.513  -0.0131
C: 5.468 -30.730 -7.591  -0.5797
N: 6.196 -30.827 -6.506  0.1506
C: 4.294 -29.698 -7.571  -0.0109
H: 5.710 -30.608 -5.648  0.1158
H: 6.827 -31.608 -6.402  0.1187
H: 3.343 -30.172 -7.325  0.0797
H: 4.118 -29.280 -8.563  0.0680
H: 4.470 -28.812 -6.962  0.0671



No. 2
A cluster of 6 separate species, C21H51BN2O11S5 in total. Source: the OMol25 dataset; level of theory: the ωB97M-V functional and the def2-TZVPD basis.

Summary:
Multiplicity: 1
E_tot in Ha: -3783.280034
HOMO in eV: -8.79

Last column: Löwdin charge in e.
Atoms and positions in Å:
C: -1.136 -0.418 -3.642  -0.1309
C: -1.824 -1.744 -2.966  -0.1588
B: -0.886 -2.536 -1.872  -0.2588
O: -1.381 -2.584 -0.456  0.0126
C: 0.527 -3.326 -2.181  -0.2656
N: 0.672 -3.278 -3.716  0.0883
O: 0.509 -4.813 -1.978  -0.0246
C: 1.929 -5.294 -1.896  -0.1526
O: 2.338 -6.589 -1.891  -0.0348
C: 2.949 -3.972 -1.786  -0.1102
C: 3.845 -3.633 -3.118  -0.1066
C: 5.368 -3.102 -2.808  -0.1728
O: 5.781 -2.193 -3.927  -0.1357
C: 5.520 -0.782 -3.522  -0.1334
O: 4.946 0.074 -4.408  -0.0620
C: 1.816 -2.913 -1.256  -0.2996
N: 1.592 -3.400 0.189  0.0580
C: 2.197 -1.338 -1.014  -0.1490
O: 2.519 -0.576 -2.230  -0.2584
C: 2.324 0.851 -1.809  -0.0981
H: -0.263 0.036 -3.007  0.0576
H: -0.736 -0.737 -4.720  0.0878
H: -1.906 0.469 -3.849  0.0939
H: -2.147 -2.453 -3.869  0.1194
H: -2.811 -1.402 -2.395  0.1150
H: -1.359 -1.632 -0.141  0.0924
H: -0.187 -3.656 -4.176  0.0970
H: 0.893 -2.303 -4.028  0.0834
H: 3.764 -3.981 -0.939  0.1493
H: 3.811 -4.574 -3.850  0.1453
H: 3.279 -2.770 -3.707  0.1200
H: 5.461 -2.572 -1.748  0.1290
H: 6.116 -4.028 -2.884  0.1465
H: 5.851 -0.455 -2.434  0.1647
H: 0.974 -2.700 0.699  0.0981
H: 2.504 -3.345 0.722  0.0912
H: 3.089 -1.209 -0.233  0.1516
H: 1.237 -0.814 -0.539  0.1406
H: 3.033 1.516 -2.469  0.1076
H: 2.619 0.968 -0.659  0.1086
H: 1.200 1.193 -1.880  0.0947
C: -3.894 0.106 1.440  -0.2749
S: -3.241 1.397 0.353  0.8056
O: -1.749 1.247 0.320  -0.5854
C: -3.624 2.777 1.458  -0.2620
H: -3.728 -0.864 0.966  0.0442
H: -3.377 0.132 2.402  0.0580
H: -4.965 0.259 1.585  0.0461
H: -3.125 2.636 2.420  0.0603
H: -4.705 2.839 1.603  0.0630
H: -3.268 3.701 0.997  0.0065
C: -1.584 7.943 0.650  -0.2744
S: -2.010 6.245 1.105  0.8073
O: -3.505 6.133 1.083  -0.5592
C: -1.500 6.386 2.835  -0.2603
H: -1.854 8.101 -0.397  0.0484
H: -2.138 8.647 1.277  0.0589
H: -0.510 8.096 0.774  0.0448
H: -2.059 7.187 3.325  0.0580
H: -0.429 6.591 2.884  0.0560
H: -1.710 5.438 3.338  0.0475
C: 1.229 9.662 -2.054  -0.2710
S: 1.395 7.862 -1.962  0.7828
O: 2.474 7.559 -0.966  -0.5577
C: 2.106 7.661 -3.613  -0.2691
H: 0.831 10.023 -1.102  0.0445
H: 2.205 10.118 -2.234  0.0581
H: 0.537 9.924 -2.857  0.0533
H: 3.027 8.242 -3.697  0.0583
H: 1.384 7.991 -4.364  0.0530
H: 2.330 6.603 -3.769  0.0525
C: -6.040 -3.694 4.156  -0.2712
S: -6.020 -2.035 4.876  0.8170
O: -5.879 -1.055 3.749  -0.5662
C: -4.398 -2.197 5.662  -0.2704
H: -6.960 -3.811 3.577  0.0506
H: -5.179 -3.826 3.497  0.0582
H: -6.020 -4.439 4.955  0.0519
H: -3.639 -2.423 4.909  0.0576
H: -4.433 -2.993 6.410  0.0516
H: -4.153 -1.252 6.152  0.0506
C: 1.971 -5.900 2.843  -0.2653
S: 0.631 -5.071 3.731  0.8020
O: 1.023 -3.633 3.901  -0.5728
C: 0.918 -5.904 5.312  -0.2785
H: 2.008 -5.506 1.824  0.0246
H: 2.924 -5.708 3.341  0.0580
H: 1.776 -6.974 2.807  0.0555
H: 1.937 -5.712 5.655  0.0557
H: 0.758 -6.978 5.192  0.0507
H: 0.208 -5.513 6.045  0.0466